No. 1
ORCA calculation (ωB97M-V with the def2-TZVPD basis set) on C6H13BF10NO12P2PbS2 as an isolated structure in a non-equilibrium geometry.

Lowest unoccupied orbital energy (alpha / beta): -8.884 / -9.490 eV
Relative energy (zero: lowest compared OMol25 entry of this formula, charge and spin): 889.4 kJ/mol
HOMO-LUMO gap (alpha / beta): 4.512 / 3.896 eV
Charge: +1

Each line ends with the Löwdin charge.
Element x y z (Å)
Pb -0.373 -0.118 -1.185  1.58
C 3.665 1.309 0.818  -0.06
C 3.352 -0.172 1.209  -0.46
O 4.416 -0.822 2.006  -0.06
P 1.718 -0.011 2.263  0.52
O 1.761 1.494 2.947  -0.18
O 1.835 -0.969 3.553  -0.12
O 0.400 -0.279 1.693  -0.35
P 2.820 -1.329 -0.267  0.35
O 3.952 -1.343 -1.446  -0.13
O 2.694 -2.699 0.230  -0.28
O 1.691 -0.631 -0.980  -0.51
H 3.610 1.904 1.730  0.07
H 2.909 1.613 0.109  0.07
H 4.662 1.402 0.352  0.10
H 4.886 -1.450 1.453  0.08
H 1.034 2.083 2.521  0.05
H 2.701 -1.206 3.972  0.12
H 4.477 -2.176 -1.474  0.10
F -5.165 0.020 2.704  0.13
C -4.022 0.785 2.522  -0.56
F -3.830 1.572 3.597  0.16
F -2.979 -0.090 2.401  0.12
S -3.969 1.783 0.957  0.68
O -3.590 0.969 -0.211  -0.16
O -5.083 2.569 0.722  -0.13
N -2.626 2.465 1.527  -0.16
S -1.296 2.968 0.976  0.74
O -0.113 3.074 1.858  -0.23
O -1.056 2.282 -0.322  -0.41
C -1.918 4.639 0.316  -0.50
F -0.769 5.318 0.123  0.14
F -2.587 4.299 -0.842  0.12
F -2.785 5.506 0.986  0.12
C -0.424 -3.360 -2.661  -0.03
C 0.065 -4.157 -1.483  -0.17
O -0.055 -3.486 -0.218  0.23
H -0.680 -4.032 -3.507  0.13
H 0.308 -2.614 -2.983  0.10
H -1.305 -2.848 -2.314  0.05
H 1.146 -4.477 -1.579  0.16
H -0.455 -5.111 -1.339  0.18
H 0.838 -3.333 0.151  0.10
F -2.722 -1.567 -3.739  0.22
B -2.286 -0.474 -4.369  -0.74
F -0.479 0.425 -3.290  -0.50
F -2.990 0.665 -4.020  0.17
F -1.382 -0.388 -5.469  0.13


No. 2
ORCA calculation (ωB97M-V with the def2-TZVPD basis set) on a single C6H13BF3O3PSi molecule in a non-equilibrium geometry.

Lowest unoccupied orbital energy: -0.510 eV
HOMO-LUMO gap: 7.493 eV
SMILES: CCOB(O)[Si@H](CCC(F)=C(F)F)[PH2]=O

Each line ends with the Löwdin charge.
Element x y z (Å)
C 2.648 1.767 0.356  -0.07
C 3.141 0.343 0.090  -0.23
O 2.168 -0.666 0.432  -0.01
B 1.666 -1.332 -0.678  -0.71
O 2.499 -2.018 -1.552  0.09
Si -0.327 -1.232 -0.877  0.68
C -0.745 0.631 -0.712  -0.32
C -2.247 0.955 -0.985  -0.18
C -2.996 1.365 0.246  -0.21
F -3.848 2.415 0.103  0.05
C -2.911 0.836 1.506  -0.33
F -3.469 -0.252 1.925  0.17
F -2.255 1.496 2.445  0.14
P -1.172 -2.463 0.798  0.55
O -2.278 -3.342 0.316  -0.53
H 2.048 2.187 -0.456  0.07
H 2.064 1.806 1.281  0.08
H 3.543 2.385 0.492  0.08
H 4.014 0.174 0.733  0.12
H 3.501 0.232 -0.940  0.12
H 2.890 -2.743 -1.035  0.12
H -0.802 -1.656 -2.202  -0.01
H -0.399 1.036 0.245  0.07
H -0.113 1.112 -1.474  0.07
H -2.733 0.142 -1.549  0.11
H -2.264 1.810 -1.672  0.12
H -1.524 -1.692 1.934  -0.02
H -0.097 -3.298 1.232  -0.01


No. 3
ORCA calculation (ωB97M-V with the def2-TZVPD basis set) on C6H13BeO3 as an isolated structure in a non-equilibrium geometry.

Lowest unoccupied orbital energy (alpha / beta): 0.485 / 0.010 eV
Relative energy (zero: lowest compared OMol25 entry of this formula, charge and spin): 0.0 kJ/mol
Multiplicity: 2
HOMO-LUMO gap (alpha / beta): 8.566 / 9.404 eV
Expectation value of S²: 0.75

Each line ends with the Löwdin charge.
Element x y z (Å)
C 2.707 -0.052 -0.531  -0.18
C 3.056 -0.658 0.818  -0.18
H 2.941 -0.735 -1.359  0.07
H 3.247 0.889 -0.714  0.07
H 2.681 -1.687 0.910  0.06
H 2.612 -0.078 1.643  0.07
H 4.148 -0.706 0.966  0.07
O -2.019 2.553 -0.890  -0.22
C -0.693 2.201 -1.113  -0.35
C -0.448 0.736 -0.884  -0.09
O -1.197 0.248 0.161  -0.16
C -1.522 -1.147 0.242  -0.13
C -2.714 -1.239 1.197  -0.34
O -3.698 -0.310 0.878  -0.22
Be -2.671 1.065 0.113  0.63
H -0.009 2.786 -0.452  0.12
H -0.364 2.433 -2.148  0.12
H 1.588 0.200 -0.615  0.03
H -0.651 -1.715 0.600  0.14
H -1.798 -1.492 -0.767  0.14
H -2.338 -1.094 2.231  0.12
H -3.090 -2.279 1.144  0.12
H 0.233 0.081 -1.434  0.11


No. 4
ORCA calculation (ωB97M-V with the def2-TZVPD basis set) on an isolated ion of composition C6H13BrN and charge +1 in a non-equilibrium geometry.

Lowest unoccupied orbital energy: -3.863 eV
Relative energy (zero: lowest compared OMol25 entry of this formula, charge and spin): 418.8 kJ/mol
HOMO-LUMO gap: 9.013 eV
Charge: +1

Each line ends with the Löwdin charge.
Element x y z (Å)
C 2.828 -0.558 -1.271  0.01
C 2.303 -0.243 -0.072  -0.58
C 2.489 -1.007 1.178  -0.13
C -1.188 -0.667 -0.410  0.03
C -2.959 1.103 0.041  -0.03
C -0.759 1.652 0.590  -0.35
N -1.581 0.836 -0.314  -0.36
Br 1.141 1.439 -0.060  1.13
H 3.373 -1.435 -1.244  0.06
H 2.506 -0.109 -2.191  0.07
H 2.620 -2.146 0.864  0.13
H 1.460 -0.977 1.750  0.10
H 3.423 -0.867 1.771  0.10
H -0.840 -0.922 0.605  0.10
H -2.155 -1.093 -0.612  0.09
H -0.481 -0.733 -1.207  0.08
H -3.585 0.331 -0.464  0.12
H -3.233 0.928 1.003  0.07
H -3.098 2.211 -0.193  0.15
H -0.790 1.088 1.519  0.03
H -1.472 1.168 -1.281  0.16


No. 5
ORCA calculation (ωB97M-V with the def2-TZVPD basis set) on C6H13BrSSi as an isolated structure in a non-equilibrium geometry.

Lowest unoccupied orbital energy: 0.783 eV
Relative energy (zero: lowest compared OMol25 entry of this formula, charge and spin): 16.4 kJ/mol
HOMO-LUMO gap: 9.352 eV

Each line ends with the Löwdin charge.
Element x y z (Å)
C 2.038 0.258 0.437  -0.31
C 0.759 1.051 0.214  -0.32
C 0.486 -1.713 0.202  -0.30
C 1.737 -1.041 -0.412  -0.71
C -2.633 1.999 -0.700  -0.01
C -2.102 0.139 -0.585  -0.75
Si -0.647 -0.160 0.702  0.64
S 3.104 -2.248 -0.239  0.69
Br -3.552 -0.913 0.111  0.58
H 2.881 0.653 0.007  0.07
H 2.017 0.188 1.565  0.13
H 0.909 1.976 0.743  0.06
H 0.506 1.250 -0.955  0.12
H -0.076 -2.298 -0.432  0.03
H 0.596 -2.200 1.154  0.05
H 1.835 -0.628 -1.452  0.11
H -3.356 2.061 -1.426  0.01
H -3.094 2.021 0.299  0.05
H -1.758 2.395 -1.026  -0.01
H -2.006 -0.153 -1.555  -0.03
H -0.794 -0.350 2.200  0.00
H 3.150 -2.287 1.150  -0.10